1.
Computed, not measured: a cluster of 2 separate species, C2H4Cl4O in total, with wB97M-V/def2-TZVPD.

The geometry in XYZ format:
```
11
Properties=species:S:1:pos:R:3
Cl 0.00000 0.00000 0.00000
C -1.31827 1.02081 0.50277
C -0.73948 2.08007 1.42443
Cl -2.14887 2.75372 2.26444
Cl 0.39487 1.35168 2.60848
Cl 0.11640 3.39741 0.60775
H -1.69017 1.46554 -0.44029
H -2.13674 0.41277 0.93387
O 1.37066 -0.55413 -2.77990
H 0.43373 -0.26511 -2.86289
H 1.84262 -0.07481 -3.49806
```

Values from the calculation:
highest occupied orbital energy = -10.8 eV
LUMO = 0.499 eV
SMILES string = ClCC(Cl)(Cl)Cl.O
multiplicity = 1

2.
Computed, not measured: a structure of composition C2H4Cl4O, with wB97M-V/def2-TZVPD.

The geometry in XYZ format:
```
11
Properties=species:S:1:pos:R:3
Cl 1.29111 1.19057 -1.66209
Cl -2.52373 0.83247 0.41892
Cl -0.06415 2.06520 1.21245
Cl -1.53457 2.78037 -1.21809
C -0.13734 0.46344 -0.86877
C -1.03907 1.50296 -0.16387
H -0.72874 -0.06858 -1.63860
H 0.30480 -0.29823 -0.19808
O 1.13587 -3.02026 1.29934
H 1.66812 -2.48391 0.66902
H 1.62772 -2.96399 2.14974
```

Values from the calculation:
highest occupied orbital energy = -11.0 eV
LUMO = 0.436 eV
multiplicity = 1

Of them, 1 has the lowest stability.

1.
Computed, not measured: a structure of composition C3H7ClN2O, with wB97M-V/def2-TZVPD.

The geometry in XYZ format:
```
14
Properties=species:S:1:pos:R:3
C 0.56636 2.18791 -0.20434
C 0.45309 -0.33779 0.13287
C -0.82667 -0.77952 0.73689
H -0.69478 2.76192 0.01675
H 0.61250 2.04699 -1.61969
H 1.33725 2.84182 0.46680
H -1.01436 -1.90260 1.18299
H -0.95869 -0.04416 1.69527
H 2.87288 -0.18524 0.11597
H 3.05612 -1.74371 -0.29820
N 1.21781 -1.29015 -0.08760
N 2.37394 -0.83582 -0.57261
O 0.95099 1.00070 0.61080
Cl -2.30105 -0.19544 -0.34220
```

Values from the calculation:
highest occupied orbital energy = -9.7 eV
LUMO = 0.413 eV
multiplicity = 1

2.
Computed, not measured: an isolated molecule of C3H7ClN2O, with wB97M-V/def2-TZVPD.

The geometry in XYZ format:
```
14
Properties=species:S:1:pos:R:3
C -0.59400 -1.31849 0.31764
C 0.31527 -0.43198 0.67539
C 1.69840 -0.68841 1.23936
Cl 1.69752 -0.03388 2.87799
N 0.24900 0.98638 0.25503
O -1.01786 1.41699 -0.12174
N -0.90302 1.71623 -1.55195
H -1.39544 -0.91949 -0.13793
H -0.30769 -2.24977 0.63201
H 2.53037 -0.21401 0.66043
H 1.85289 -1.70625 1.24325
H 0.91876 1.58696 0.68053
H -1.64269 1.11693 -1.83856
H -1.00677 2.71216 -1.79591
```

Values from the calculation:
highest occupied orbital energy = -8.5 eV
LUMO = 0.938 eV
SMILES string = C=C(CCl)NON
multiplicity = 1

Of them, 1 has the lowest stability.

1.
Computed, not measured: an isolated molecule of C3H2N2O2S, with wB97M-V/def2-TZVPD.

The geometry in XYZ format:
```
10
Properties=species:S:1:pos:R:3
N -0.25397 2.39738 0.27381
C -0.50884 1.27462 0.18578
C -0.95631 -0.09915 0.12460
S -2.44503 -0.47568 -0.35111
O -0.09471 -1.04022 0.55741
C 1.27400 -0.84800 0.49408
N 1.77513 -0.16653 -0.43839
O 3.14572 -0.09783 -0.33817
H 1.81373 -1.35231 1.26645
H 3.39758 0.48679 -1.07735
```

Values from the calculation:
highest occupied orbital energy = -9.9 eV
LUMO = -1.266 eV
SMILES string = N#CC(=S)O/C=N/O
multiplicity = 1

2.
Computed, not measured: an isolated molecule of C3H2N2O2S, with wB97M-V/def2-TZVPD.

The geometry in XYZ format:
```
10
Properties=species:S:1:pos:R:3
O 0.41521 2.26133 -0.67771
C 0.31353 1.13568 -0.26899
N -0.93195 0.51621 -0.29975
C -0.84358 -0.75221 0.24875
S 0.14545 -2.04313 -0.59691
N 0.46222 -0.97429 0.79229
C 1.31535 0.12334 0.40356
O 2.50103 0.13416 0.55275
H -1.72827 0.63417 -0.88411
H -1.64898 -1.03526 0.73012
```

Values from the calculation:
highest occupied orbital energy = -9.5 eV
LUMO = -1.021 eV
SMILES string = O=C1N[C@H]2SN2C1=O
multiplicity = 1

Of them, 1 has the lowest stability.

1.
Computed, not measured: an isolated molecule of C3H2BrClO2, with wB97M-V/def2-TZVPD.

The geometry in XYZ format:
```
9
Properties=species:S:1:pos:R:3
O 0.24716 -1.92501 1.92540
C 1.17105 -1.43594 1.34016
C 1.01985 -0.58732 0.00453
Cl 1.50316 -1.87718 -1.01410
Br 2.10701 1.03661 0.03760
C -0.38788 -0.22106 -0.39611
O -0.73046 0.83683 -0.78831
H 2.37805 -1.57534 1.54929
H -1.00973 -1.11008 -0.54410
```

Values from the calculation:
highest occupied orbital energy = -10.5 eV
LUMO = 0.032 eV
SMILES string = O=CC(Cl)(Br)C=O
multiplicity = 1

2.
Computed, not measured: a cluster of 2 separate species, C3H2BrClO2 in total, with wB97M-V/def2-TZVPD.

The geometry in XYZ format:
```
9
Properties=species:S:1:pos:R:3
C 0.07875 1.02413 -1.91093
C 0.25515 0.20059 0.35541
C -0.19615 -1.06750 1.31775
O 0.13701 0.40686 -2.91481
O 0.94739 1.11907 0.65523
Cl 0.36047 2.57905 -1.58980
Br -1.72350 -1.88199 0.35277
H 0.65117 -1.59376 1.38502
H -0.51028 -0.78644 2.34935
```

Values from the calculation:
highest occupied orbital energy (spin up / spin down) = -8.5 / -8.5 eV
LUMO (spin up / spin down) = -0.491 / -0.437 eV
multiplicity = 1

Of them, 2 has the lowest stability.

1.
Computed, not measured: a cluster of 2 separate species, C3H8NO3 in total, with wB97M-V/def2-TZVPD.

The geometry in XYZ format:
```
15
Properties=species:S:1:pos:R:3
O 1.49881 1.51597 -0.49469
C 1.39107 1.37028 0.67542
C 0.03456 1.46186 1.37073
N -0.95591 1.64741 0.30525
H 2.21481 1.04335 1.38650
H -0.18830 0.57266 1.90587
H 0.06997 2.29844 2.02501
H -1.77696 2.13366 0.61587
H -0.51444 2.12207 -0.47631
H -1.13297 0.71923 -0.06501
O -0.63075 -0.92966 -0.22115
C -0.16740 -1.92980 -0.73930
O -0.87718 -3.09504 -0.89245
H 0.91246 -1.97787 -1.16858
H -0.36953 -3.78750 -1.33487
```

Values from the calculation:
highest occupied orbital energy = -15.0 eV
LUMO = -3.152 eV
total charge = +1
multiplicity = 1

2.
Computed, not measured: a cluster of 2 separate species, C3H8NO3 in total, with wB97M-V/def2-TZVPD.

The geometry in XYZ format:
```
15
Properties=species:S:1:pos:R:3
C 0.28395 -0.30047 -0.12356
C -2.19863 0.41544 -0.02112
C -0.68877 0.82465 -0.08461
N 3.17669 0.14896 -0.16051
O -0.11153 -1.45292 -0.23130
O -2.49151 -0.99238 -0.08685
O -0.36496 1.97899 -0.00536
H 1.41856 0.10398 0.09975
H -2.81570 0.75331 -0.80624
H -2.77032 0.72230 0.89651
H 3.46857 -0.68396 0.29938
H 3.83740 0.49197 -0.88185
H 3.30589 0.84583 0.55610
H -2.79081 -1.18464 0.78503
H -1.25882 -1.67106 -0.23536
```

Values from the calculation:
highest occupied orbital energy = -14.2 eV
LUMO = -6.263 eV
total charge = +1
multiplicity = 1

Of them, 2 has the lowest stability.

1.
Computed, not measured: an isolated molecule of C8H11NS, with wB97M-V/def2-TZVPD.

The geometry in XYZ format:
```
21
Properties=species:S:1:pos:R:3
C -1.46437 -1.40574 -0.16667
C 0.80378 1.03538 -0.41838
C -2.09682 -0.20824 0.03230
C 1.83172 -0.03153 0.27841
C -1.72307 1.07553 -0.46610
C 1.72055 -1.40462 -0.04126
C -3.50804 -0.32788 0.44080
C 3.35745 0.33248 0.15023
N -0.41344 1.36460 -0.66705
S 0.12522 -2.09746 -0.37502
H -1.97096 -2.39556 -0.11663
H 1.49648 1.81879 -0.73616
H 1.30248 0.08123 1.33485
H -2.32509 1.97584 -0.71568
H 2.55992 -2.09302 -0.15186
H -3.56687 -0.08277 1.53193
H -3.96492 -1.38186 0.35888
H -4.09944 0.41073 -0.16417
H 3.81258 -0.32589 -0.65948
H 3.76516 0.06582 1.12833
H 3.34654 1.42118 -0.12272
```

Values from the calculation:
highest occupied orbital energy (spin up / spin down) = -7.2 / -6.9 eV
LUMO (spin up / spin down) = -0.127 / -0.615 eV
multiplicity = 1

2.
Computed, not measured: an isolated molecule of C8H11NS, with wB97M-V/def2-TZVPD.

The geometry in XYZ format:
```
21
Properties=species:S:1:pos:R:3
C -0.93138 0.10601 -1.12713
C -0.08208 -0.35037 -2.08887
C -0.47871 0.96150 -0.13344
C 1.61789 -0.42902 0.46564
C 1.41626 -0.16795 -2.00964
C 2.06694 -0.93194 -0.81797
C -0.96875 0.93832 1.28094
C -2.00831 -0.18193 1.71288
N 0.27795 1.12756 2.00138
S 1.62192 0.04172 1.93069
H -1.96163 -0.14582 -1.11002
H -0.60899 -1.02941 -2.86249
H 1.68973 -0.43483 -3.03207
H 1.48776 0.93857 -2.09538
H 3.15732 -0.60066 -1.06604
H 1.82427 -1.92566 -0.84400
H -1.68605 1.74497 1.34589
H -2.32714 -0.05836 2.68983
H -1.47483 -1.07558 1.78726
H -2.78509 -0.10488 1.07386
H 0.15293 1.57775 2.89868
```

Values from the calculation:
highest occupied orbital energy = -6.8 eV
LUMO = 0.237 eV
multiplicity = 1

3.
Computed, not measured: an isolated molecule of C8H11NS, with wB97M-V/def2-TZVPD.

The geometry in XYZ format:
```
21
Properties=species:S:1:pos:R:3
C 2.88454 1.27535 -0.38644
C 3.43425 -0.03134 -0.46024
C 1.68918 1.51033 -0.00301
C 1.03976 -0.68288 0.42907
C -0.56706 0.97914 -0.62708
C -0.40647 -0.46275 -0.02523
C -0.78822 -1.55409 -1.02773
C -1.24016 -0.52240 1.23779
N 0.47584 1.89359 -0.00805
S 2.30437 -1.36855 -0.37601
H 3.51880 2.07463 -0.78728
H 4.44726 -0.17953 -0.49289
H -0.46393 0.85403 -1.77400
H -1.57327 1.42895 -0.38984
H -0.74810 -2.62415 -0.57134
H -0.04652 -1.69133 -1.83368
H -1.80499 -1.47571 -1.52883
H -2.30757 -0.56970 0.87177
H -1.11585 0.27206 1.89117
H -1.06281 -1.44987 1.74127
H 0.14010 2.16447 0.86567
```

Values from the calculation:
highest occupied orbital energy (spin up / spin down) = -7.1 / -7.1 eV
LUMO (spin up / spin down) = -0.077 / 0.123 eV
multiplicity = 1

Of them, 2 has the lowest stability.